## a
DFT (ωB97M-V/def2-TZVPD) results for a molecular structure, H14LiO7.

Structure (ORCA input):
```
! wB97M-V def2-TZVPD RIJCOSX def2/J DEFGRID3
* xyz 1 1
Li -0.04 -0.34 -0.55
O 1.91 0.68 -0.92
H 1.79 1.25 -1.67
H 2.05 1.03 0.03
O -0.95 0.81 -1.98
H -1.45 0.94 -2.81
H -0.98 1.80 -1.74
O 0.05 -2.23 -1.71
H 0.60 -2.23 -2.46
H 0.31 -3.11 -1.25
O -0.36 1.71 0.95
H -1.25 1.34 0.58
H -0.43 2.68 0.87
O -1.98 -0.89 0.16
H -2.78 -0.36 -0.01
H -2.18 -1.22 1.01
O 1.13 1.01 2.49
H 0.62 1.20 1.70
H 0.63 1.52 3.12
O 1.00 -1.61 1.04
H 0.49 -2.25 1.52
H 1.82 -1.75 1.62
*
```

Summary:
HOMO = -13.663 eV
gap between HOMO and LUMO = 10.0 eV
M = 133.05 g/mol
LUMO energy = -3.64 eV

## b
DFT (ωB97M-V/def2-TZVPD) results for a molecular structure, H14LiO7.

Structure (ORCA input):
```
! wB97M-V def2-TZVPD RIJCOSX def2/J DEFGRID3
* xyz 1 1
Li -0.17 0.04 0.43
O -2.07 0.45 1.21
H -1.94 0.83 2.05
H -2.41 -0.43 1.38
O -0.07 2.23 -0.04
H 0.10 2.89 -0.67
H -0.95 2.45 0.36
O 1.63 -0.16 -0.61
H 2.04 -1.01 -0.62
H 2.28 0.55 -0.74
O 0.01 -2.00 1.12
H 0.94 -1.98 1.36
H -0.23 -2.71 0.53
O 0.69 0.87 2.43
H 1.23 1.46 1.88
H 1.43 0.42 2.83
O -1.38 -0.50 -1.43
H -2.24 -0.58 -1.10
H -1.19 -1.46 -1.46
O 0.94 -0.15 -3.17
H 0.56 -1.00 -3.47
H 0.78 -0.23 -2.26
*
```

Summary:
HOMO = -13.987 eV
gap between HOMO and LUMO = 10.3 eV
M = 133.05 g/mol
LUMO energy = -3.71 eV

Short version: b is the most stable of them.

## a
DFT (ωB97M-V/def2-TZVPD) results for a gas-phase ion, C4H11NP (charge +1).

Structure (ORCA input):
```
! wB97M-V def2-TZVPD RIJCOSX def2/J DEFGRID3
* xyz 1 3
C 1.67 0.25 -0.17
C 0.94 1.45 0.12
C 1.05 -1.09 0.16
C -1.22 -0.13 0.47
N -0.37 -1.10 -0.33
P -2.98 0.13 -0.06
H 2.01 0.12 -1.22
H 2.75 0.14 0.36
H 1.02 1.95 1.04
H 0.77 2.25 -0.65
H 1.73 -1.86 -0.30
H 0.98 -1.18 1.33
H -1.15 -0.33 1.52
H -0.61 -0.71 -1.24
H -0.68 -2.00 -0.25
H -2.95 0.72 -1.38
H -2.97 1.39 0.59
*
```

Summary:
HOMO (alpha / beta) = -11.667 / -14.773 eV
expectation value of S² = 2.010
gap between HOMO and LUMO (alpha / beta) = 8.3 / 8.9 eV
M = 104.11 g/mol
LUMO energy (alpha / beta) = -3.33 / -5.85 eV

## b
DFT (ωB97M-V/def2-TZVPD) results for a molecular structure, C4H11NP.

Structure (ORCA input):
```
! wB97M-V def2-TZVPD RIJCOSX def2/J DEFGRID3
* xyz 1 3
C -0.75 1.05 -1.60
C -1.40 1.93 -2.55
C 1.61 0.19 1.98
C 2.09 -0.24 0.60
N 2.45 -1.47 0.38
P -0.39 -0.12 -0.60
H -0.86 1.62 -3.52
H -1.01 2.99 -2.42
H -2.49 1.81 -2.59
H 0.58 -0.25 2.18
H 2.39 -0.01 2.69
H 1.42 1.21 1.95
H 2.28 0.67 -0.08
H 2.36 -2.21 1.05
H 2.77 -1.84 -0.55
H 2.35 -1.25 -3.88
H 2.26 -0.47 -4.17
*
```

Summary:
HOMO (alpha / beta) = -10.173 / -13.919 eV
expectation value of S² = 2.016
gap between HOMO and LUMO (alpha / beta) = 5.9 / 6.4 eV
M = 104.11 g/mol
LUMO energy (alpha / beta) = -4.27 / -7.55 eV

Short version: a is the most stable of them.

## a
DFT (ωB97M-V/def2-TZVPD) results for C3H3ClO2S in the gas phase.

Structure (ORCA input):
```
! wB97M-V def2-TZVPD RIJCOSX def2/J DEFGRID3
* xyz 0 1
C -0.69 2.70 0.77
C 0.04 1.92 0.23
C -0.65 -1.82 -0.70
O 1.92 -1.72 -0.36
O 0.39 -0.97 1.56
S 0.67 -1.25 0.14
Cl 1.25 1.11 -0.59
H -1.19 3.36 1.40
H -1.42 -1.08 -0.90
H -0.31 -2.25 -1.56
*
```

Summary:
HOMO (alpha / beta) = -9.555 / -9.555 eV
gap between HOMO and LUMO (alpha / beta) = 8.8 / 8.8 eV
M = 138.58 g/mol
LUMO energy (alpha / beta) = -0.75 / -0.75 eV

## b
DFT (ωB97M-V/def2-TZVPD) results for C3H3ClO2S in the gas phase.

Structure (ORCA input):
```
! wB97M-V def2-TZVPD RIJCOSX def2/J DEFGRID3
* xyz 0 1
C 1.66 2.07 0.98
C 1.14 1.20 0.37
C 0.57 -0.02 -0.17
O -0.44 -0.77 0.61
O -2.71 -1.83 0.72
S -1.51 -1.93 -0.04
Cl -1.98 -1.16 -2.06
H 2.03 3.10 1.08
H -0.07 0.28 -1.09
H 1.32 -0.93 -0.40
*
```

Summary:
HOMO = -10.626 eV
gap between HOMO and LUMO = 10.1 eV
M = 138.58 g/mol
LUMO energy = -0.55 eV

Short version: b is the most stable of them.

## a
DFT (ωB97M-V/def2-TZVPD) results for a molecular structure, C6H35NO11.

Structure (ORCA input):
```
! wB97M-V def2-TZVPD RIJCOSX def2/J DEFGRID3
* xyz 0 1
C 2.29 -0.88 0.53
C 3.56 -0.02 0.58
C 1.39 -0.51 1.73
N -0.02 -0.61 1.34
C -0.89 -0.28 2.49
C -0.45 0.21 0.20
C -1.07 -0.64 -0.91
O -2.49 -0.61 -0.83
H 2.58 -1.94 0.50
H 1.76 -0.75 -0.40
H 4.23 -0.38 1.39
H 4.24 -0.26 -0.24
H 3.39 1.03 0.57
H 1.57 0.54 1.97
H 1.73 -1.17 2.54
H -0.57 0.58 3.09
H -0.88 -1.15 3.15
H -1.92 -0.13 2.17
H 0.39 0.79 -0.23
H -0.93 1.18 0.39
H -0.80 -0.21 -1.87
H -0.65 -1.64 -0.86
H -2.74 -1.40 -0.33
H -3.52 0.81 -0.73
H -4.72 1.12 -1.58
O -4.04 1.57 -1.07
H 1.34 -2.98 -1.31
H -0.08 -3.34 -2.01
O 0.50 -3.43 -1.28
H 2.05 -0.92 -2.53
H 2.12 -1.93 -3.68
O 2.21 -1.85 -2.73
H -1.54 3.43 -1.44
H -1.67 4.47 -0.23
O -1.14 4.16 -0.96
H 2.03 3.38 -0.63
H 1.99 2.49 0.57
O 2.37 2.55 -0.32
H 1.85 0.88 -2.13
H 2.09 -0.28 -3.02
O 1.64 -0.06 -2.20
H -0.15 -2.39 1.13
H 0.09 -3.83 0.58
O -0.28 -3.34 1.35
H -1.78 -3.07 0.73
H -3.09 -3.80 0.38
O -2.69 -2.92 0.36
H -0.07 2.74 1.84
H -0.29 3.34 0.41
O 0.37 3.20 1.12
H -3.04 2.35 1.48
H -3.34 2.83 0.04
O -2.93 3.09 0.89
*
```

Summary:
HOMO = -9.115 eV
gap between HOMO and LUMO = 9.2 eV
M = 297.34 g/mol
LUMO energy = 0.09 eV

## b
DFT (ωB97M-V/def2-TZVPD) results for 11 unconnected molecules or ions with the total composition C6H35NO11.

Structure (ORCA input):
```
! wB97M-V def2-TZVPD RIJCOSX def2/J DEFGRID3
* xyz 0 1
C 2.62 -1.41 2.26
C 1.99 -1.80 0.82
N 1.40 -0.59 0.34
C 2.31 0.29 -0.43
C 0.06 -0.64 -0.23
C -0.17 -1.53 -1.49
C -0.94 -1.04 0.83
O -1.67 0.21 1.28
H 2.58 -2.23 2.96
H 2.36 -0.45 2.67
H 3.68 -1.12 2.09
H 1.24 -2.53 1.15
H 2.79 -2.22 0.16
H 2.63 1.09 0.25
H 3.20 -0.22 -0.76
H 1.73 0.87 -1.20
H -0.37 0.35 -0.44
H -1.14 -1.52 -1.94
H -0.11 -2.52 -1.03
H 0.70 -1.55 -2.17
H -1.76 -1.59 0.41
H -0.58 -1.45 1.77
H -2.13 -0.03 2.09
O -2.76 -3.70 -0.04
H -2.01 -4.31 0.00
H -3.32 -3.99 -0.77
O -3.63 2.22 -3.16
H -3.92 3.01 -2.69
H -3.25 1.81 -2.32
O 1.10 2.64 4.73
H 1.78 3.00 4.14
H 0.89 1.74 4.47
O 0.92 -1.28 -4.30
H 0.11 -0.78 -4.12
H 1.58 -0.63 -4.56
O -2.76 1.79 -0.80
H -2.68 1.13 -0.09
H -2.23 2.56 -0.52
O 0.40 1.75 1.93
H 0.87 1.01 1.51
H -0.52 1.49 1.73
O 0.86 -4.90 0.61
H 0.44 -4.35 1.27
H 0.91 -4.39 -0.20
O -0.80 3.57 -0.16
H -0.24 3.82 0.58
H -0.88 4.28 -0.80
O -1.59 0.50 -4.26
H -2.16 1.21 -4.56
H -1.74 0.34 -3.33
O 1.19 4.29 2.14
H 2.11 4.42 1.93
H 0.90 3.37 2.27
*
```

Summary:
HOMO = -9.132 eV
gap between HOMO and LUMO = 9.2 eV
M = 297.34 g/mol
LUMO energy = 0.08 eV
SMILES = CCN(C)[C@@H](C)CO.O.O.O.O.O.O.O.O.O.O

Short version: b is the most stable of them.

## a
DFT (ωB97M-V/def2-TZVPD) results for C14H18N4O4 in the gas phase.

Structure (ORCA input):
```
! wB97M-V def2-TZVPD RIJCOSX def2/J DEFGRID3
* xyz 0 1
C 4.22 1.61 1.07
N 3.26 1.20 0.07
C 2.86 2.31 -0.77
C 3.70 0.04 -0.68
C 3.33 -1.25 0.07
N 1.91 -1.25 0.31
C 1.07 -2.17 -0.10
C -0.31 -2.11 0.07
C -1.09 -3.21 -0.44
O -0.65 -4.20 -0.99
N -2.46 -3.07 -0.24
C -3.12 -2.02 0.36
O -4.32 -2.00 0.48
N -2.31 -1.00 0.82
C -2.98 0.15 1.42
C -3.57 1.03 0.36
C -3.06 1.48 -0.82
C -4.09 2.26 -1.41
C -5.13 2.21 -0.55
O -4.83 1.47 0.53
C -0.92 -0.97 0.71
O -0.29 -0.01 1.15
H 5.16 1.98 0.63
H 4.46 0.77 1.72
H 3.78 2.40 1.68
H 2.46 3.10 -0.13
H 3.70 2.72 -1.36
H 2.08 1.98 -1.45
H 3.19 0.03 -1.65
H 4.79 0.05 -0.87
H 3.61 -2.13 -0.51
H 3.85 -1.28 1.03
H 1.51 -0.41 0.74
H 1.46 -3.05 -0.60
H -3.05 -3.82 -0.57
H -2.22 0.68 2.00
H -3.78 -0.21 2.07
H -2.08 1.29 -1.21
H -4.04 2.77 -2.35
H -6.11 2.65 -0.58
*
```

Summary:
HOMO = -8.437 eV
gap between HOMO and LUMO = 8.9 eV
M = 306.32 g/mol
LUMO energy = 0.48 eV
SMILES = CN(C)CCN/C=C1/C(=O)NC(=O)N(Cc2ccco2)C1=O

## b
DFT (ωB97M-V/def2-TZVPD) results for C14H18N4O4 in the gas phase.

Structure (ORCA input):
```
! wB97M-V def2-TZVPD RIJCOSX def2/J DEFGRID3
* xyz 0 1
O 4.95 0.46 0.32
N 4.39 1.52 0.07
O 4.98 2.58 -0.06
C 2.97 1.53 -0.05
C 2.32 2.73 0.09
C 0.92 2.84 0.09
C 0.21 1.68 0.03
C 0.83 0.36 -0.08
N -0.05 -0.58 -0.09
C -1.36 -0.03 -0.02
C -2.17 -0.42 -1.26
C -3.65 -0.06 -1.15
C -4.26 -0.67 0.10
C -3.51 -0.17 1.33
C -2.04 -0.55 1.26
N -1.11 1.42 0.05
O -2.10 2.37 0.16
C 2.28 0.27 -0.25
N 2.94 -0.73 -0.68
C 2.46 -2.05 -0.78
C 3.05 -2.81 0.43
O 4.44 -2.79 0.44
H 2.92 3.62 0.22
H 0.45 3.80 0.20
H -1.71 0.05 -2.14
H -2.06 -1.50 -1.37
H -4.16 -0.43 -2.04
H -3.77 1.02 -1.12
H -4.19 -1.76 0.05
H -5.31 -0.40 0.17
H -3.94 -0.61 2.24
H -3.61 0.91 1.40
H -1.93 -1.64 1.25
H -1.50 -0.16 2.13
H -2.06 2.96 -0.61
H 1.37 -2.14 -0.77
H 2.89 -2.49 -1.69
H 2.64 -2.36 1.35
H 2.75 -3.86 0.38
H 4.74 -1.87 0.38
*
```

Summary:
HOMO = -8.038 eV
gap between HOMO and LUMO = 6.8 eV
M = 306.32 g/mol
LUMO energy = -1.28 eV
SMILES = O=[N+]([O-])C1=CC=C2C(=NC3(CCCCC3)N2O)/C1=N\CCO

Short version: a is the most stable of them.

## a
DFT (ωB97M-V/def2-TZVPD) results for a molecular structure, C25H32As2ClO11Os.

Structure (ORCA input):
```
! wB97M-V def2-TZVPD RIJCOSX def2/J DEFGRID3
* xyz 1 5
Os 2.57 -0.11 -0.42
C 3.56 3.16 -0.57
C 3.62 1.95 0.31
C 2.65 1.72 1.31
C 2.71 0.57 2.13
C 1.67 0.33 3.19
C 3.77 -0.34 1.95
C 4.79 -0.11 1.01
C 5.91 -1.09 0.82
C 4.67 1.00 0.17
H 3.07 2.92 -1.51
H 4.57 3.51 -0.80
H 3.01 3.96 -0.08
H 1.84 2.42 1.46
H 0.89 -0.34 2.83
H 1.21 1.27 3.49
H 2.12 -0.14 4.07
H 3.80 -1.22 2.57
H 5.59 -1.90 0.16
H 6.21 -1.53 1.77
H 6.77 -0.62 0.36
H 5.41 1.16 -0.61
O 2.49 0.44 -2.08
C -2.00 3.41 3.78
O -1.96 2.16 3.08
C -1.08 2.08 2.09
O -0.27 2.95 1.84
C -1.08 0.73 1.45
C -2.05 -0.20 1.62
As -3.78 0.53 1.12
C -5.05 -0.94 1.37
C -3.13 0.08 -0.72
C -1.89 0.08 -1.21
As -0.17 0.42 -0.25
C -0.01 2.24 -0.96
C -1.50 -0.18 -2.63
O -0.42 -0.65 -2.90
O -2.39 0.24 -3.52
C -2.07 -0.03 -4.89
C -4.29 -0.33 -1.58
O -4.34 -1.36 -2.20
O -5.30 0.53 -1.44
C -6.51 0.18 -2.14
C -1.74 -1.64 1.32
O -2.54 -2.47 0.96
O -0.46 -1.93 1.61
C -0.07 -3.29 1.35
H -2.77 3.30 4.54
H -2.26 4.21 3.09
H -1.04 3.63 4.23
H -4.98 -1.25 2.41
H -4.83 -1.79 0.73
H -6.05 -0.55 1.18
H -0.94 2.78 -0.79
H 0.16 2.11 -2.03
H 0.82 2.78 -0.52
H -2.89 0.37 -5.47
H -1.98 -1.11 -5.04
H -1.13 0.45 -5.16
H -7.21 0.98 -1.92
H -6.88 -0.78 -1.78
H -6.31 0.11 -3.20
H 0.98 -3.35 1.63
H -0.21 -3.52 0.30
H -0.68 -3.96 1.95
Cl 3.43 -4.86 -3.17
C 2.47 -3.95 -2.01
C 3.14 -2.67 -1.56
O 4.19 -2.24 -1.93
O 2.40 -2.05 -0.62
H 2.29 -4.58 -1.13
H 1.51 -3.70 -2.45
*
```

Summary:
HOMO (alpha / beta) = -10.636 / -11.934 eV
expectation value of S² = 6.026
gap between HOMO and LUMO (alpha / beta) = 6.7 / 7.1 eV
M = 884.05 g/mol
LUMO energy (alpha / beta) = -3.96 / -4.82 eV

## b
DFT (ωB97M-V/def2-TZVPD) results for a molecular structure, C25H32As2ClO11Os.

Structure (ORCA input):
```
! wB97M-V def2-TZVPD RIJCOSX def2/J DEFGRID3
* xyz 1 5
Os 0.22 0.11 -0.12
C 2.65 2.83 0.90
C 2.42 1.35 0.94
C 1.69 0.76 2.00
C 1.46 -0.61 2.08
C 0.70 -1.18 3.24
C 1.93 -1.42 1.03
C 2.64 -0.88 -0.05
C 3.13 -1.74 -1.17
C 2.89 0.52 -0.06
H 1.83 3.33 0.37
H 3.58 3.07 0.38
H 2.71 3.25 1.91
H 1.31 1.41 2.79
H -0.37 -1.24 3.02
H 0.84 -0.57 4.13
H 1.04 -2.19 3.47
H 1.75 -2.49 1.06
H 2.34 -1.88 -1.91
H 3.43 -2.73 -0.81
H 3.99 -1.29 -1.67
H 3.43 0.96 -0.89
O -0.10 -0.22 -1.80
C -4.08 1.55 4.72
O -3.76 0.25 4.17
C -3.22 0.17 2.98
O -2.98 1.47 2.43
C -2.83 -0.99 2.39
C -3.35 -2.23 2.92
As -5.29 -2.20 2.70
C -5.86 -3.82 3.63
C -5.02 -2.85 0.83
C -3.97 -2.56 0.06
As -2.35 -1.39 0.41
C -3.42 -0.15 -0.78
C -3.69 -2.94 -1.37
O -2.56 -2.77 -1.79
O -4.69 -3.36 -2.10
C -4.36 -3.72 -3.46
C -6.14 -3.77 0.41
O -6.08 -4.70 -0.34
O -7.25 -3.41 1.07
C -8.40 -4.24 0.81
C -2.65 -3.50 2.72
O -3.16 -4.59 2.70
O -1.31 -3.34 2.57
C -0.60 -4.56 2.34
H -4.51 1.34 5.69
H -4.81 2.06 4.09
H -3.18 2.15 4.84
H -5.48 -3.74 4.64
H -5.48 -4.73 3.16
H -6.95 -3.83 3.65
H -4.45 -0.09 -0.46
H -3.36 -0.49 -1.82
H -2.97 0.77 -0.78
H -5.29 -4.04 -3.90
H -3.63 -4.52 -3.46
H -3.95 -2.86 -3.98
H -9.20 -3.82 1.41
H -8.20 -5.27 1.11
H -8.65 -4.21 -0.24
H 0.45 -4.29 2.25
H -0.95 -5.05 1.43
H -0.73 -5.24 3.18
Cl -4.35 3.26 0.04
C -2.63 3.38 0.41
C -1.87 2.07 0.48
O -2.02 1.18 1.43
O -0.92 1.92 -0.30
H -2.54 3.87 1.38
H -2.14 3.97 -0.35
*
```

Summary:
HOMO (alpha / beta) = -10.234 / -10.945 eV
expectation value of S² = 6.036
gap between HOMO and LUMO (alpha / beta) = 7.2 / 7.2 eV
M = 884.05 g/mol
LUMO energy (alpha / beta) = -3.07 / -3.70 eV

Short version: a is the most stable of them.

## a
DFT (ωB97M-V/def2-TZVPD) results for C2H6N2S in the gas phase.

Structure (ORCA input):
```
! wB97M-V def2-TZVPD RIJCOSX def2/J DEFGRID3
* xyz 0 1
H 2.10 -1.75 0.74
N 1.40 -1.25 0.22
C 1.61 0.00 0.20
N 0.78 0.88 -0.49
S -0.65 0.33 -1.30
C -1.91 -0.05 -0.10
H 2.36 0.56 0.79
H 0.83 1.86 -0.30
H -2.43 0.80 0.36
H -1.55 -0.83 0.61
H -2.53 -0.54 -0.74
*
```

Summary:
HOMO = -8.817 eV
gap between HOMO and LUMO = 9.7 eV
M = 90.15 g/mol
LUMO energy = 0.90 eV
SMILES = [H]/N=C/NSC

## b
DFT (ωB97M-V/def2-TZVPD) results for C2H6N2S in the gas phase.

Structure (ORCA input):
```
! wB97M-V def2-TZVPD RIJCOSX def2/J DEFGRID3
* xyz 0 1
C -0.58 -2.02 0.46
S -0.13 -0.46 1.26
C 0.04 0.66 -0.22
N 1.20 1.49 -0.46
N 0.03 2.32 -0.08
H -1.69 -2.05 0.30
H -0.12 -2.68 1.11
H -0.03 -2.04 -0.47
H -0.46 0.29 -1.12
H 1.92 1.77 0.24
H -0.18 2.72 -1.01
*
```

Summary:
HOMO = -8.741 eV
gap between HOMO and LUMO = 9.7 eV
M = 90.15 g/mol
LUMO energy = 0.91 eV
SMILES = CSC1NN1

## c
DFT (ωB97M-V/def2-TZVPD) results for C2H6N2S in the gas phase.

Structure (ORCA input):
```
! wB97M-V def2-TZVPD RIJCOSX def2/J DEFGRID3
* xyz 0 1
C -1.55 -0.14 1.07
N -1.48 -0.88 -0.09
C -0.65 -0.58 -0.99
N 0.41 0.41 -0.91
S 1.46 0.54 0.36
H -0.81 -0.56 1.80
H -1.37 0.89 0.89
H -2.53 -0.46 1.44
H -0.69 -0.83 -2.02
H 0.87 0.68 -1.84
H 1.92 -0.66 0.51
*
```

Summary:
HOMO = -9.073 eV
gap between HOMO and LUMO = 9.8 eV
M = 90.15 g/mol
LUMO energy = 0.72 eV
SMILES = C/N=C\NS

## d
DFT (ωB97M-V/def2-TZVPD) results for C2H6N2S in the gas phase.

Structure (ORCA input):
```
! wB97M-V def2-TZVPD RIJCOSX def2/J DEFGRID3
* xyz 0 1
C 1.29 0.64 0.17
N 0.69 -0.84 0.03
N -0.60 -0.39 -0.44
C -1.63 -0.64 0.29
S -3.02 0.15 -0.02
H 0.90 1.09 1.25
H 2.50 0.43 0.21
H 0.84 1.45 -0.71
H 1.13 -1.12 -0.86
H -0.57 0.40 -1.11
H -1.53 -1.16 1.19
*
```

Summary:
HOMO = -8.243 eV
gap between HOMO and LUMO = 8.9 eV
M = 90.15 g/mol
LUMO energy = 0.61 eV
SMILES = CNNC=S

Short version: a is the most stable of them.